(1)
DFT (wB97M-V/def2-TZVPD) results for a structure of composition C68H62BrGe2NO6PtS6.

Charge   -2
Spin multiplicity   5
Expectation value of S²   6.037
Lowest unoccupied orbital energy (spin up / spin down)   3.352 / 1.849 eV
HOMO level (spin up / spin down)   -2.37 / -2.42 eV

CARTESIAN COORDINATES (ANGSTROEM)
Pt  -0.00786  1.32493  0.70524
C  8.37288  -1.37429  -3.02073
C  7.18552  -2.24967  -3.32476
C  7.13643  -3.57227  -2.90734
C  6.02559  -4.37104  -3.15286
C  5.96114  -5.77386  -2.60756
C  4.94546  -3.83630  -3.85529
C  4.96917  -2.50162  -4.27333
C  3.79679  -1.88564  -4.99198
C  6.08966  -1.73025  -3.99997
C  3.79407  -4.70505  -4.24364
C  4.03052  -5.59008  -5.29648
C  3.02019  -6.38397  -5.80624
C  1.73987  -6.25367  -5.29816
C  1.47350  -5.36387  -4.26176
C  2.51390  -4.61413  -3.67801
Ge  2.12141  -3.67720  -1.95203
S  0.41479  -2.34770  -2.24865
S  3.80004  -2.66235  -0.87335
Ge  2.82728  -3.73343  0.92370
S  1.32026  -2.57336  1.83174
S  1.95672  -5.32977  -0.46654
C  4.17250  -4.54653  2.17066
C  5.16520  -3.73820  2.75195
C  6.13002  -4.29902  3.58750
C  6.12195  -5.64746  3.88857
C  5.11371  -6.44084  3.37609
C  4.13504  -5.90888  2.53849
C  3.06448  -6.86958  2.12193
C  1.86762  -6.93051  2.84344
C  1.60496  -6.01660  4.00851
C  0.90850  -7.87115  2.47261
C  1.11576  -8.75459  1.42613
C  0.05575  -9.74584  1.01875
C  2.32875  -8.70428  0.74969
C  3.30522  -7.77881  1.08494
C  4.59982  -7.74482  0.31626
C  5.24321  -2.25204  2.59544
C  6.11117  -1.67642  1.66543
C  6.87195  -2.51991  0.67883
C  6.27246  -0.29591  1.65348
C  5.59050  0.52331  2.54290
C  5.81777  2.01266  2.53763
C  4.72185  -0.06563  3.45129
C  4.54752  -1.44481  3.50557
C  3.65936  -2.04692  4.55831
C  0.03947  -5.20980  -3.86146
C  -0.76001  -4.30440  -4.58263
C  -0.20185  -3.50984  -5.73614
C  -2.09873  -4.16573  -4.24487
C  -2.67010  -4.90249  -3.21505
C  -4.10376  -4.67908  -2.81371
C  -1.87779  -5.82214  -2.54808
C  -0.53256  -5.99893  -2.86122
C  0.25472  -7.03303  -2.09756
H  9.18154  -1.95045  -2.57070
H  8.09356  -0.58200  -2.32318
H  8.75172  -0.89714  -3.92695
H  7.96859  -3.98499  -2.34520
H  6.78030  -5.95209  -1.91016
H  6.01727  -6.52194  -3.40197
H  5.01719  -5.92970  -2.07941
H  3.49582  -2.48945  -5.85123
H  4.04633  -0.88242  -5.33642
H  2.92932  -1.79830  -4.33162
H  6.09687  -0.68784  -4.30211
H  5.02776  -5.63595  -5.72032
H  3.22420  -7.08212  -6.60956
H  0.92199  -6.83369  -5.71127
H  6.88904  -3.64904  4.00920
H  6.87924  -6.07210  4.53763
H  5.05785  -7.49195  3.63873
H  2.49780  -5.88915  4.62297
H  0.80275  -6.41596  4.63081
H  1.30101  -5.02345  3.65984
H  -0.02735  -7.90379  3.02117
H  -0.84496  -9.62402  1.62043
H  0.40964  -10.77289  1.13808
H  -0.21647  -9.61041  -0.02991
H  2.50565  -9.37964  -0.08276
H  4.46949  -8.18761  -0.67203
H  5.37951  -8.30437  0.84120
H  4.95644  -6.72224  0.19345
H  7.02366  -3.53547  1.04354
H  7.84519  -2.07556  0.46479
H  6.31788  -2.59036  -0.25941
H  6.95743  0.14817  0.93663
H  6.88478  2.24115  2.59238
H  5.31870  2.48915  3.38161
H  5.44096  2.46705  1.62096
H  4.17634  0.55582  4.15458
H  3.23980  -1.26908  5.19576
H  4.21124  -2.76161  5.17492
H  2.82273  -2.56964  4.08734
H  0.80551  -3.15856  -5.52632
H  -0.82949  -2.64106  -5.93408
H  -0.15757  -4.12201  -6.64281
H  -2.70331  -3.44174  -4.78211
H  -4.70162  -4.34185  -3.66124
H  -4.16456  -3.91152  -2.03879
H  -4.54842  -5.59178  -2.41503
H  -2.30554  -6.41242  -1.74317
H  -0.20717  -8.01799  -2.21073
H  0.27520  -6.78354  -1.03557
H  1.28840  -7.09323  -2.43336
S  -2.13023  0.46295  -0.00944
C  -1.89145  0.71048  -1.68960
C  -3.01115  0.83912  -2.53748
C  -2.85513  1.09911  -3.87603
C  -1.56555  1.22014  -4.41530
C  -0.45601  1.05788  -3.61788
C  -0.58476  0.78877  -2.24585
S  0.84384  0.44852  -1.32195
H  -3.99874  0.74829  -2.10332
H  -3.72379  1.21116  -4.51294
H  -1.44204  1.44915  -5.46703
H  0.54096  1.12921  -4.03294
Br  -2.99000  8.33627  -1.54348
C  -2.48961  7.30065  -0.02054
C  -2.67557  7.84315  1.23941
C  -2.31378  7.08635  2.34692
C  -1.79079  5.81224  2.18423
C  -1.60945  5.28834  0.90978
C  -1.95437  6.03995  -0.20610
C  -1.04017  3.89818  0.73646
O  -1.08874  3.13889  1.74219
O  -0.54996  3.59608  -0.36966
H  -3.09551  8.83338  1.35045
H  -2.45074  7.49467  3.34046
H  -1.52460  5.19899  3.03465
H  -1.79249  5.62652  -1.19210
O  1.10354  1.48601  4.62164
C  0.90280  1.42265  3.41631
O  0.06693  0.66849  2.79991
C  1.65798  2.35785  2.48682
C  1.66168  3.72559  2.72492
C  2.20667  4.60226  1.79884
C  2.82172  4.11404  0.65156
C  2.88810  2.75160  0.46148
C  2.25588  1.83886  1.32142
N  3.67679  2.23948  -0.66245
O  4.13516  3.05217  -1.45718
O  3.85530  1.04282  -0.72899
H  1.20358  4.09077  3.63456
H  2.15483  5.66984  1.97091
H  3.27453  4.76814  -0.07877
H  2.50960  0.78286  1.25394



(2)
DFT (wB97M-V/def2-TZVPD) results for a cluster of 14 separate species, C68H62F10N4 in total at a distorted geometry.

Charge   0
Spin multiplicity   1
Lowest unoccupied orbital energy   0.156 eV
HOMO level   -8.95 eV

CARTESIAN COORDINATES (ANGSTROEM)
F  -4.17997  -4.50040  1.87181
C  -3.32820  -4.58197  0.83851
C  -3.42048  -5.61934  -0.08883
C  -2.56475  -5.73342  -1.15266
C  -1.49064  -4.85930  -1.24290
C  -1.35496  -3.82336  -0.34196
C  -2.24373  -3.75260  0.72044
H  -4.18821  -6.32607  0.18962
H  -2.55010  -6.56787  -1.83813
H  -0.75411  -4.79135  -2.02986
H  -0.46531  -3.22263  -0.46041
H  -2.00909  -2.99135  1.44971
F  5.10903  -3.60067  3.66197
C  3.83185  -3.21790  3.33560
C  3.38187  -3.51566  2.07791
C  2.05911  -3.27915  1.64369
C  1.18362  -2.70610  2.58277
C  1.66525  -2.30888  3.85595
C  2.91831  -2.61549  4.20711
H  4.00881  -4.10007  1.42079
H  1.61439  -3.54746  0.69678
H  0.11758  -2.67214  2.41303
H  0.97205  -1.81491  4.52067
H  3.20758  -2.44566  5.23370
F  -4.36324  4.23202  2.86402
C  -4.62549  3.59465  1.68937
C  -4.94144  4.40304  0.61124
C  -5.37518  3.83273  -0.59391
C  -5.50031  2.45250  -0.72477
C  -5.11098  1.64723  0.35212
C  -4.70323  2.22592  1.57406
H  -4.86422  5.47831  0.67639
H  -5.61074  4.45456  -1.44494
H  -5.89343  1.93601  -1.58796
H  -5.16558  0.56919  0.31663
H  -4.41464  1.58244  2.39201
F  3.12127  2.91266  2.40659
C  1.86407  3.35313  2.70096
C  1.03265  3.78568  1.69668
C  -0.31275  4.08915  1.97582
C  -0.79201  3.87126  3.24388
C  0.05062  3.38271  4.29674
C  1.39227  3.15537  4.00195
H  1.46594  3.78242  0.70741
H  -0.98005  4.28504  1.14954
H  -1.83897  4.01101  3.46914
H  -0.38940  3.16692  5.25915
H  2.06651  2.68749  4.70401
F  1.33874  1.84236  -3.36287
C  0.10571  2.38461  -3.36363
C  -0.55318  2.45592  -4.58647
C  -1.82598  2.98795  -4.57317
C  -2.42962  3.53087  -3.36908
C  -1.68506  3.52044  -2.17887
C  -0.42704  2.89172  -2.19667
H  -0.15445  2.05189  -5.50526
H  -2.38890  3.10130  -5.48786
H  -3.43681  3.92040  -3.35338
H  -2.11205  3.79630  -1.22599
H  0.24831  2.60289  -1.40492
F  -5.46003  -0.66308  -1.81124
C  -4.60207  -1.00843  -2.82508
C  -4.39710  -2.38240  -3.02854
C  -3.30728  -2.82184  -3.82659
C  -2.54433  -1.86616  -4.45750
C  -2.80402  -0.52076  -4.20875
C  -3.79554  -0.07503  -3.38456
H  -5.00405  -3.14958  -2.57088
H  -3.16492  -3.87228  -4.03331
H  -1.75126  -2.23435  -5.09143
H  -2.13113  0.17696  -4.68498
H  -3.77818  0.94004  -3.01617
F  -2.19263  0.44232  2.34750
C  -1.30099  0.29449  1.36111
C  0.06401  0.44594  1.64429
C  0.96204  0.34047  0.63019
C  0.50733  0.14529  -0.63228
C  -0.81608  0.01615  -0.91360
C  -1.73846  0.07839  0.08039
H  0.43165  0.51926  2.65714
H  2.01015  0.54096  0.79651
H  1.20914  0.19841  -1.45146
H  -1.10950  -0.17424  -1.93540
H  -2.77542  -0.03842  -0.19794
F  1.55827  -5.73568  -3.29585
C  2.11417  -4.50742  -3.03526
C  3.40753  -4.45250  -2.56297
C  4.08874  -3.23390  -2.44435
C  3.43685  -1.99822  -2.69974
C  2.13419  -2.08883  -3.19056
C  1.43857  -3.29486  -3.31514
H  3.97338  -5.36186  -2.42412
H  5.08930  -3.17364  -2.04230
H  3.98195  -1.06739  -2.64655
H  1.62344  -1.16935  -3.43571
H  0.44489  -3.29240  -3.73822
F  6.62177  1.43407  3.49338
C  6.54081  0.63902  2.41457
C  5.44772  -0.13229  2.07916
C  5.49849  -0.95135  0.97712
C  6.63293  -1.02682  0.15764
C  7.77820  -0.22976  0.45403
C  7.71288  0.54325  1.59959
H  4.53106  0.05601  2.61832
H  4.62532  -1.58388  0.91494
H  6.74059  -1.58538  -0.76042
H  8.62060  -0.12966  -0.21436
H  8.54313  1.10383  2.00313
F  -1.32925  0.73329  6.87330
C  -2.15669  1.72959  7.10657
C  -3.49681  1.83854  6.57670
C  -4.32647  2.93321  6.87986
C  -3.82671  3.97085  7.61231
C  -2.47766  3.95060  8.08568
C  -1.69919  2.79144  7.84967
H  -3.74474  1.05520  5.87577
H  -5.36998  2.93168  6.60148
H  -4.46705  4.81836  7.80748
H  -2.07211  4.76878  8.66231
H  -0.71349  2.83094  8.28924
C  -1.70447  -2.53796  4.54273
C  -3.15348  -2.82076  4.74432
N  -4.25299  -3.04228  4.94713
H  -1.48107  -1.80814  5.32091
H  -1.68105  -2.07936  3.55419
H  -1.18201  -3.49458  4.53869
C  -0.68581  -2.06833  -8.68911
C  -0.30184  -1.26512  -7.51096
N  -0.02854  -0.60428  -6.61561
H  -0.49003  -3.12907  -8.53231
H  -0.12385  -1.63210  -9.51495
H  -1.73557  -1.89208  -8.92371
C  5.60279  3.52367  -1.32528
C  4.48870  2.63430  -1.11653
N  3.54637  1.94596  -0.92804
H  6.24194  3.04663  -2.06826
H  6.14576  3.65403  -0.38917
H  5.24043  4.49266  -1.66856
C  3.17353  0.98772  -5.91762
C  4.49302  1.60688  -6.12312
N  5.51627  2.13655  -6.18660
H  2.49021  1.79674  -5.65941
H  3.39719  0.36894  -5.04860
H  2.75728  0.35010  -6.69753



no.,calculated total energy (Ha)
1,-12371.14284
2,-3845.93300